1.
64
Properties=species:S:1:pos:R:3:forces:R:3 method="wB97M-V/def2-TZVPD" e_lumo_ev=-5.68
Li 1.045797 -3.966906 -0.991720 0.6263 -1.2126 0.9119
Li -4.715413 -2.421727 -3.160808 -0.6916 -0.5477 0.5233
Li -0.296079 -2.466238 -2.477377 -0.7767 0.5282 -0.7931
Li -1.540441 -7.727551 -0.388152 0.3135 -0.4636 -0.6049
N -2.530528 -8.743037 0.860118 -1.2842 1.5819 4.6927
S -2.359010 -8.184236 2.503951 3.3351 -2.1683 2.2983
O -3.001258 -8.994760 3.507830 -0.8555 1.1549 -1.5128
O -2.198897 -6.774172 2.705450 -0.6121 0.0319 -0.9107
F -0.888127 -8.692878 2.714480 0.4998 0.0863 -0.8551
S -4.122050 -8.439718 0.876838 -3.5362 -0.5761 -5.1825
O -4.521149 -7.053868 0.890819 0.8686 -0.4579 0.9620
O -5.064958 -9.406464 1.338423 1.1724 0.2510 0.8611
F -4.188382 -8.732996 -0.732624 0.1511 0.1539 0.0494
N -0.083747 -11.149454 0.166319 1.5197 2.9984 -2.9972
S 0.351064 -10.166053 -1.148052 -3.3656 -2.8787 -1.3220
O 1.554495 -10.505186 -1.851540 -0.5386 1.0299 0.7561
O -0.090894 -8.793044 -1.032867 0.6962 0.4906 0.1687
F -0.809334 -10.728322 -2.098150 0.5022 0.1767 0.2167
S 1.235360 -10.808890 0.969223 0.8913 -2.6894 4.7885
O 1.499061 -9.426407 1.261498 0.4648 0.0594 -1.0604
O 2.296872 -11.754014 0.738294 -0.2808 1.2314 -0.0923
F 0.656979 -11.282499 2.394488 0.1492 -0.0730 -0.3869
N -6.236578 -2.693695 -1.920898 0.6141 -2.3224 2.4364
S -7.719565 -3.011347 -2.300959 -3.7408 3.4890 -4.2436
O -8.644620 -2.366887 -1.438109 -0.2116 -0.7632 0.0549
O -7.974221 -4.248164 -2.964169 0.2492 -0.0182 0.8461
F -7.708769 -1.951101 -3.571582 0.3149 -0.4804 0.1729
S -6.237294 -3.882680 -0.671387 3.3687 -1.8108 1.8292
O -5.608367 -5.091139 -1.142442 -0.9049 1.1410 -0.0994
O -7.284788 -3.952686 0.297137 0.1756 0.3954 -1.5286
F -5.085216 -3.195687 0.149935 0.6605 0.6033 0.1744
N -0.602843 -4.299693 -1.910905 -1.8488 0.5364 0.9014
S -0.746781 -5.436766 -3.000106 2.9340 -6.4813 -4.9844
O -1.446507 -5.073769 -4.181715 -0.0935 1.4338 0.5477
O -0.903674 -6.781810 -2.541040 -0.3393 1.7480 0.5715
F 0.801314 -5.519268 -3.443693 -0.2426 1.3875 0.4218
S -2.191820 -4.518039 -1.290692 -2.8134 1.3277 4.2689
O -2.538990 -5.816662 -0.830805 1.1227 1.1457 -0.3418
O -3.227157 -3.764537 -1.924931 1.4802 0.4378 -1.0700
F -1.837310 -3.613830 -0.020451 0.0351 -0.5180 -0.5704
C -4.363978 -6.954163 -3.947114 -0.4257 0.1195 0.2250
O -3.660493 -8.174451 -3.869397 0.2224 -0.2455 0.1294
C -4.119520 -9.299551 -4.445981 0.8625 0.2651 0.7159
O -5.191592 -9.457872 -4.936617 -0.4203 -0.2280 -0.5560
O -3.112637 -10.166246 -4.297556 0.0610 0.5172 -0.7032
C -3.087628 -11.386330 -5.018839 -0.4306 -1.1295 0.5199
H -4.515699 -6.584798 -2.929908 0.2385 0.0735 -0.0223
H -5.367703 -7.017194 -4.369898 0.1846 -0.3353 -0.2859
H -3.715698 -6.305540 -4.538563 -0.3042 0.3168 0.0252
H -3.561813 -12.125739 -4.370392 0.1378 -0.2172 -0.1653
H -2.045134 -11.656184 -5.168622 0.0293 0.1476 0.1608
H -3.594043 -11.445792 -5.982671 -0.1738 0.7716 0.0733
C 3.687200 -5.739229 -4.455758 -1.1553 -0.3293 -0.2526
O 4.950351 -5.722126 -5.081663 1.0570 0.4318 0.7924
C 5.569507 -6.893276 -5.352466 -2.2680 -0.5396 -0.7958
O 4.992312 -7.941687 -5.269731 0.4954 -0.3732 0.3445
O 6.736922 -6.650147 -5.885961 0.4652 0.5904 -0.0199
C 7.427837 -7.677227 -6.577068 2.0976 -0.1812 0.0700
H 2.912085 -5.976911 -5.187441 0.0251 0.3616 -0.2410
H 3.538384 -4.743739 -4.039939 0.0479 0.1450 -0.2205
H 3.438949 -6.454037 -3.667254 1.1245 -0.3230 0.0882
H 7.643097 -8.579927 -6.006571 -0.9885 -0.1189 0.1562
H 8.442982 -7.282674 -6.674630 -0.1528 0.3136 -0.1714
H 7.106983 -7.877398 -7.595850 -0.7387 0.0086 0.2356

***

2.
20
Properties=species:S:1:pos:R:3:forces:R:3 method="wB97M-V/def2-TZVPD" e_lumo_ev=0.95 e_above_lowest_kcal_mol=26.04 smiles=CN1CC[C@]1(C)CF
C 1.550338 -1.186560 -0.624359 -0.6596 0.8179 -1.0031
N 0.148018 -0.953021 -0.249716 1.4261 -0.7677 -0.6746
C -0.240099 -1.311072 1.094130 0.2352 -1.0880 1.4848
C -1.192495 -0.112324 1.117517 -1.1612 0.0477 -0.5132
C -0.384573 0.390627 -0.090924 0.0151 0.9323 -0.5117
C 0.628150 1.472275 0.279077 1.2264 -1.0083 -0.8522
C -1.176946 0.856933 -1.316172 0.6512 1.3184 0.4081
F -2.207153 -0.007031 -1.576580 -0.1039 -0.2329 -0.4737
H 1.746227 -2.234837 -0.677726 -0.0414 -0.8394 0.1008
H 1.814691 -0.796828 -1.636471 -0.5332 -0.0845 0.6431
H 2.254661 -0.753022 0.066772 0.3751 0.2909 0.5392
H -0.653617 -2.330671 1.228011 -0.0323 0.4733 -0.2703
H 0.579026 -1.257300 1.875281 -0.4826 0.3171 -0.7561
H -1.185901 0.547559 1.990893 -0.1697 -0.2718 -0.1471
H -2.228121 -0.372442 0.757049 0.9916 0.2083 0.7754
H 1.278002 1.720014 -0.607922 -0.4575 -0.2424 0.8840
H 1.272359 1.134160 1.118026 -0.3603 0.3170 -0.4837
H 0.104088 2.351811 0.549030 -0.4334 0.9888 0.4396
H -1.633054 1.862303 -1.104638 0.3766 -0.7444 -0.2001
H -0.473602 0.979428 -2.191280 -0.8622 -0.4322 0.6108

***

3.
24
Properties=species:S:1:pos:R:3:forces:R:3 method="wB97M-V/def2-TZVPD" e_lumo_ev=0.87 smiles=F[Si]12OCCN(CCO1)CCO2
F -3.465944 1.041150 0.510234 1.3848 -0.6694 -0.1958
Si -1.961487 0.501006 0.291075 2.3318 1.0318 -0.8886
O -1.113254 0.485246 1.716743 -2.3238 -1.4146 -0.7771
C 0.154271 1.055481 1.861685 -0.0638 0.6504 0.8914
C 1.281223 0.083477 1.395923 -1.0914 -0.4981 -0.8966
N 1.103104 -0.454804 0.029228 -0.8251 -0.5553 0.3577
C 1.240694 0.682236 -0.909853 -0.6374 -2.6350 0.4823
C 0.002908 1.205689 -1.552251 -1.0579 -0.2700 -0.4951
O -1.082947 1.550559 -0.709042 -0.9671 -0.0741 1.4918
C 0.426895 -1.821662 -0.198751 -1.3814 2.9870 1.8116
C -0.966542 -1.782712 -0.943274 1.6407 -1.1344 -1.5331
O -1.966843 -0.913680 -0.515541 -0.5432 1.2189 0.7364
H 0.214778 1.270829 2.962754 0.4920 -0.0799 -0.9472
H -0.004975 2.009894 1.322732 1.4938 -0.2119 0.2049
H 1.340378 -0.774443 2.038595 -0.1753 -0.2709 0.7114
H 2.253510 0.557936 1.418240 0.2354 0.3504 0.2783
H 1.606995 1.379366 -0.238158 0.7675 2.0040 0.7035
H 2.044372 0.498700 -1.604933 0.0564 -0.0873 -0.8291
H -0.416843 0.534669 -2.280077 0.1679 -0.5996 -0.5511
H 0.287368 2.082140 -2.092974 0.0784 0.8482 -0.3835
H 1.158849 -2.541970 -0.513851 -0.0160 -0.3427 -1.0148
H 0.073852 -2.209891 0.779277 0.7429 0.5909 -0.0060
H -0.772602 -1.720519 -2.069997 -0.6483 0.1504 1.4022
H -1.437761 -2.718700 -0.697786 0.3391 -0.9888 -0.5535

***

4.
27
Properties=species:S:1:pos:R:3:forces:R:3 method="wB97M-V/def2-TZVPD" e_lumo_ev=0.50 smiles="O=S1(=O)OCCO1.O=C(O)NCCCF"
O -2.964642 2.307656 0.849935 -0.0096 0.1497 -0.1225
S -2.862588 0.960836 0.425390 -0.1789 -0.2476 0.3043
O -2.228911 0.613620 -0.793058 0.1066 0.0981 -0.1153
O -4.320067 0.302807 0.474886 0.1064 0.1303 0.1728
C -4.316946 -0.857786 1.319063 0.0789 -0.2748 -0.0538
C -3.242381 -0.567731 2.347178 -0.1800 0.1258 0.2080
O -2.208732 0.080898 1.592537 -0.0609 -0.1115 -0.2345
H -4.070547 -1.731643 0.713329 0.0082 0.0093 0.0163
H -5.300190 -0.982248 1.762707 -0.0647 0.1414 -0.0694
H -2.843563 -1.467249 2.805853 0.1617 0.0163 -0.0759
H -3.596052 0.117265 3.120093 -0.0152 -0.0181 -0.0109
O 3.515446 -1.868286 -0.652663 0.8800 2.0903 -0.1338
C 4.018001 -0.757061 -0.663035 -1.0204 -2.2055 0.3822
O 5.223577 -0.517962 -1.292536 0.0122 -0.2514 0.4721
N 3.484428 0.345542 0.033441 0.4761 0.2180 -0.6236
C 2.441869 1.076475 -0.729309 -0.1828 -0.0720 0.7353
C 1.049871 0.544882 -0.477505 -0.1608 0.0492 -0.6411
C 0.656323 -0.597793 -1.409477 -0.2961 -0.1422 0.3931
F 1.548563 -0.721917 -2.460345 0.2522 -0.0698 -0.4348
H 5.060672 -0.129944 -2.152743 -0.0464 0.2122 -0.3218
H 4.241900 0.996029 0.194009 0.1280 0.0029 -0.0027
H 2.474172 2.103246 -0.393016 0.0929 0.2325 0.2533
H 2.646988 1.108090 -1.791855 0.1175 -0.0702 -0.3089
H 0.936121 0.241655 0.551290 0.0877 -0.0854 0.3697
H 0.360924 1.362229 -0.645902 -0.2278 0.2524 -0.0431
H 0.610331 -1.546343 -0.890150 0.2638 -0.2708 0.0887
H -0.314567 -0.415268 -1.838117 -0.3286 0.0911 -0.2036

***

Number 1: HOMO-LUMO gap 3.1 eV, HOMO level -8.813 eV. Number 2: HOMO-LUMO gap 9.5 eV, HOMO level -8.595 eV. Number 3: HOMO-LUMO gap 9.3 eV, HOMO level -8.449 eV. Number 4: HOMO-LUMO gap 10.3 eV, HOMO level -9.842 eV.